Record 1
# C27H25F2N3O5

One molecule with the formula C27H25F2N3O5 (ωB97M-V/def2-TZVPD, the OMol25 dataset).

Last column: Löwdin charge in e.
Atoms and positions in Å:
C 1.287 2.766 2.449  -0.06
H 1.170 3.810 2.726  0.07
H 1.687 2.222 3.301  0.07
H 1.995 2.698 1.626  0.08
C -0.063 2.185 2.045  -0.20
N -0.607 2.886 0.899  -0.03
C -0.314 2.487 -0.353  0.03
C -0.750 3.112 -1.479  -0.02
C -1.562 4.327 -1.408  -0.33
O -1.941 4.975 -2.365  0.09
C -1.854 4.728 -0.018  -0.05
C -2.630 5.859 0.248  0.03
C -2.883 6.223 1.551  -0.01
C -2.354 5.441 2.584  -0.32
N -1.620 4.368 2.348  0.17
C -1.370 4.013 1.088  -0.20
C -2.598 5.788 4.017  -0.03
H -3.665 5.761 4.232  0.08
H -2.239 6.794 4.226  0.08
H -2.084 5.081 4.661  0.08
H -3.476 7.093 1.784  0.11
H -3.011 6.422 -0.591  0.13
C -0.413 2.522 -2.796  -0.46
O -1.140 2.465 -3.750  0.14
O 0.830 1.998 -2.764  0.00
C 1.270 1.290 -3.916  -0.07
H 0.417 1.131 -4.589  0.14
C 1.883 -0.054 -3.525  -0.32
O 2.956 -0.388 -3.991  0.08
C 1.124 -0.865 -2.596  -0.10
C 1.618 -1.988 -1.941  -0.18
N 0.636 -2.465 -1.128  0.03
C -0.497 -1.683 -1.262  -0.25
C -0.224 -0.698 -2.161  0.02
H -0.923 0.038 -2.503  0.12
C -1.763 -1.984 -0.542  -0.02
H -1.737 -1.626 0.488  0.07
H -1.952 -3.056 -0.522  0.08
H -2.588 -1.489 -1.049  0.09
C 0.736 -3.609 -0.313  -0.21
C 0.537 -3.517 1.061  0.00
C 0.633 -4.643 1.851  0.02
C 0.935 -5.872 1.275  -0.21
C 1.140 -5.975 -0.091  0.01
C 1.037 -4.841 -0.879  0.01
H 1.183 -4.918 -1.945  0.13
H 1.374 -6.916 -0.561  0.12
O 1.009 -6.939 2.174  0.08
C 1.292 -8.173 1.747  -0.46
F 2.496 -8.261 1.127  0.09
F 0.396 -8.645 0.844  0.09
H 1.300 -8.853 2.613  0.18
H 0.483 -4.593 2.917  0.12
H 0.317 -2.561 1.510  0.12
C 2.974 -2.583 -2.009  0.00
H 3.696 -1.802 -2.233  0.08
H 3.034 -3.310 -2.819  0.09
H 3.234 -3.079 -1.075  0.08
H 2.027 1.886 -4.433  0.14
H 0.288 1.591 -0.433  0.14
H 0.038 1.129 1.784  0.12
H -0.775 2.296 2.865  0.11

Computed properties:
E_LUMO = 0.18 eV
Kohn-Sham gap = 8.51 eV

Record 2
# C27H25N3O2

One molecule with the formula C27H25N3O2 (ωB97M-V/def2-TZVPD, the OMol25 dataset).

Last column: Löwdin charge in e.
Atoms and positions in Å:
C -5.638 -0.479 1.280  -0.04
C -5.203 -0.892 -0.092  -0.22
C -5.505 -2.164 -0.562  -0.05
C -5.142 -2.570 -1.833  -0.08
C -4.471 -1.694 -2.667  -0.09
C -4.161 -0.425 -2.213  -0.05
C -4.514 -0.014 -0.934  -0.16
C -4.123 1.368 -0.462  -0.07
N -2.963 1.326 0.395  -0.09
C -1.665 1.170 0.050  -0.18
C -0.964 1.114 1.245  -0.14
C -1.927 1.257 2.263  -0.28
N -3.125 1.385 1.719  0.11
C -1.708 1.283 3.733  -0.03
H -1.113 2.151 4.019  0.07
H -1.182 0.385 4.054  0.08
H -2.668 1.335 4.239  0.08
N 0.420 0.962 1.416  0.16
C 1.169 0.057 0.742  -0.42
O 0.722 -0.756 -0.032  0.12
C 2.685 0.224 0.995  -0.12
C 3.141 1.182 -0.074  -0.11
C 2.968 2.553 0.055  -0.03
C 3.289 3.412 -0.980  -0.09
C 3.786 2.901 -2.168  -0.08
C 3.984 1.542 -2.308  0.01
C 3.666 0.678 -1.264  -0.18
O 3.918 -0.644 -1.464  0.08
C 3.882 -1.484 -0.387  -0.18
C 4.428 -2.751 -0.562  0.01
C 4.458 -3.640 0.494  -0.08
C 3.959 -3.268 1.731  -0.09
C 3.410 -2.010 1.900  -0.02
C 3.360 -1.108 0.848  -0.12
H 3.005 -1.720 2.859  0.12
H 3.986 -3.959 2.560  0.10
H 4.878 -4.625 0.352  0.10
H 4.819 -3.015 -1.531  0.12
H 4.382 1.123 -3.218  0.12
H 4.028 3.565 -2.984  0.10
H 3.145 4.475 -0.862  0.10
H 2.572 2.951 0.979  0.11
H 2.849 0.640 1.995  0.15
H 0.843 1.512 2.149  0.14
C -1.155 1.114 -1.340  0.00
H -1.798 1.671 -2.018  0.07
H -1.088 0.079 -1.675  0.09
H -0.152 1.537 -1.377  0.08
H -4.924 1.817 0.129  0.13
H -3.910 2.010 -1.322  0.12
H -3.643 0.260 -2.868  0.10
H -4.188 -1.996 -3.664  0.10
H -5.386 -3.565 -2.173  0.10
H -6.036 -2.849 0.084  0.11
H -4.818 -0.022 1.831  0.05
H -6.442 0.255 1.212  0.09
H -6.007 -1.337 1.836  0.08

Computed properties:
E_LUMO = 0.53 eV
Kohn-Sham gap = 8.78 eV

Record 3
# C27H26AgCl2P2

C27H26AgCl2P2 as an isolated structure (ωB97M-V/def2-TZVPD, the OMol25 dataset).

Last column: Löwdin charge in e.
Atoms and positions in Å:
Ag 1.622 0.037 -1.600  0.38
C -0.312 -1.878 0.038  -0.40
C 0.313 -1.235 1.283  -0.38
P 1.528 0.117 0.929  0.98
C 2.750 0.030 2.258  -0.38
C 2.429 -0.431 3.535  -0.09
C 3.382 -0.426 4.541  -0.07
C 4.661 0.043 4.279  -0.07
C 4.988 0.505 3.012  -0.07
C 4.037 0.494 2.004  -0.10
C 0.589 1.654 1.220  -0.38
C -0.250 1.799 2.327  -0.08
C -0.975 2.963 2.515  -0.06
C -0.860 4.007 1.604  -0.08
C -0.015 3.880 0.515  -0.08
C 0.703 2.707 0.324  -0.13
P -0.807 -0.689 -1.266  0.97
C -2.080 0.340 -0.514  -0.39
C -2.199 1.661 -0.937  -0.10
C -3.137 2.500 -0.357  -0.07
C -3.949 2.026 0.663  -0.07
C -3.834 0.713 1.097  -0.06
C -2.900 -0.128 0.512  -0.10
C -1.586 -1.757 -2.500  -0.37
C -2.942 -2.067 -2.438  -0.07
C -3.503 -2.934 -3.364  -0.06
C -2.710 -3.502 -4.351  -0.07
C -1.357 -3.196 -4.419  -0.07
C -0.801 -2.317 -3.502  -0.11
H -1.137 -2.535 0.328  0.09
H 0.420 -2.522 -0.461  0.07
H 0.831 -2.009 1.852  0.09
H -0.471 -0.845 1.932  0.07
H 1.432 -0.793 3.755  0.10
H 3.122 -0.786 5.527  0.11
H 5.406 0.045 5.063  0.11
H 5.985 0.869 2.806  0.11
H 4.305 0.844 1.013  0.10
H -0.343 1.010 3.062  0.10
H -1.624 3.056 3.376  0.11
H -1.427 4.916 1.749  0.11
H 0.082 4.694 -0.192  0.11
H 1.360 2.630 -0.538  0.08
H -1.549 2.038 -1.719  0.10
H -3.226 3.523 -0.694  0.11
H -4.671 2.685 1.127  0.11
H -4.471 0.343 1.889  0.11
H -2.824 -1.154 0.848  0.10
H -3.570 -1.625 -1.675  0.10
H -4.558 -3.165 -3.314  0.11
H -3.148 -4.178 -5.073  0.11
H -0.740 -3.633 -5.191  0.11
H 0.252 -2.064 -3.575  0.07
Cl 3.331 -2.218 -2.488  0.53
C 3.631 -1.324 -3.981  -0.95
Cl 2.997 0.350 -3.895  0.52
H 3.117 -1.819 -4.797  0.03
H 4.700 -1.251 -4.141  0.04

Computed properties:
E_LUMO = -2.34 eV
Net charge = +1
Kohn-Sham gap = 8.63 eV

Record 4
# C27H26Br2F10N5RuSbSe

C27H26Br2F10N5RuSbSe as an isolated structure (ωB97M-V/def2-TZVPD, the OMol25 dataset).

Last column: Löwdin charge in e.
Atoms and positions in Å:
Ru 0.061 -1.008 0.633  0.92
C -0.932 -2.064 3.700  -0.12
N 0.109 -1.232 3.087  -0.24
C -0.035 0.131 3.614  -0.18
C 0.642 1.215 2.803  -0.20
N 0.512 1.033 1.374  -0.05
C 0.323 2.121 0.576  -0.19
C -0.402 3.282 0.931  -0.14
F -1.106 3.300 2.077  0.09
C -0.533 4.379 0.103  -0.14
F -1.262 5.415 0.506  0.14
C 0.049 4.398 -1.153  -0.14
F -0.079 5.452 -1.952  0.14
C 0.736 3.272 -1.572  -0.15
F 1.262 3.224 -2.797  0.13
C 0.849 2.183 -0.738  -0.17
F 1.470 1.100 -1.223  0.05
C 1.404 -1.838 3.402  -0.21
C 2.546 -1.238 2.625  -0.23
N 2.254 -1.286 1.216  -0.07
C 3.134 -0.759 0.317  -0.20
C 3.182 -1.268 -1.000  -0.18
F 2.378 -2.300 -1.305  -0.01
C 3.969 -0.763 -2.006  -0.15
F 3.911 -1.309 -3.222  0.12
C 4.794 0.320 -1.748  -0.14
F 5.542 0.853 -2.703  0.15
C 4.813 0.844 -0.465  -0.14
F 5.582 1.895 -0.204  0.14
C 4.027 0.310 0.538  -0.13
F 4.060 0.911 1.734  0.10
H -0.873 -2.028 4.794  0.11
H -1.920 -1.720 3.407  0.00
H -0.816 -3.100 3.388  0.06
H -1.100 0.355 3.641  0.06
H 0.338 0.184 4.644  0.14
H 0.232 2.164 3.147  0.12
H 1.710 1.256 3.038  0.10
H 1.612 -1.767 4.476  0.14
H 1.340 -2.894 3.142  0.07
H 2.783 -0.243 2.997  0.09
H 3.430 -1.859 2.819  0.14
Br -2.359 -2.925 0.778  0.66
C -1.295 -4.546 0.769  -0.93
Br 0.575 -4.055 0.752  0.73
H -1.528 -5.109 -0.126  0.01
H -1.510 -5.109 1.668  0.02
C 0.233 -3.367 -3.010  -0.28
Sb -0.426 -1.539 -2.099  1.28
C 0.222 -0.284 -3.707  -0.27
C -2.497 -1.691 -2.666  -0.30
H -0.358 -3.509 -3.913  0.02
H 0.114 -4.221 -2.347  -0.01
H 1.284 -3.261 -3.268  0.01
H -0.148 -0.739 -4.625  0.02
H 1.308 -0.235 -3.739  0.01
H -0.179 0.723 -3.616  0.00
H -2.614 -1.305 -3.677  0.02
H -3.133 -1.125 -1.989  -0.01
H -2.796 -2.738 -2.645  0.01
Se -3.306 0.190 2.123  1.16
N -2.202 0.284 0.732  -0.29
C -2.759 1.112 -0.150  -0.37
C -2.228 1.467 -1.415  -0.07
C -2.911 2.347 -2.195  -0.03
C -4.159 2.903 -1.789  -0.04
C -4.718 2.582 -0.594  0.00
C -4.029 1.681 0.262  -0.36
N -4.461 1.292 1.450  -0.21
H -1.289 1.045 -1.735  0.04
H -2.497 2.635 -3.154  0.12
H -4.667 3.591 -2.451  0.12
H -5.666 2.987 -0.268  0.13

Computed properties:
E_LUMO (spin up / spin down) = -4.48 / -4.42 eV
Net charge = +1
2S+1 = 2
Kohn-Sham gap (spin up / spin down) = 5.68 / 5.55 eV

Total energy, respectively: -1784.1425, -1358.6640, -2794.3489, -10201.0662 a.u..